Record 1
{
  "formula": "C76H127BN18O9Pb",
  "method": "ωB97M-V with the def2-TZVPD basis set",
  "symbols": ["Pb", "O", "C", "O", "B", "O", "C", "O", "O", "C", "O", "C", "O", "O", "O", "H", "C", "C", "C", "C", "N", "H", "H", "H", "H", "H", "H", "H", "C", "C", "C", "C", "N", "H", "H", "H", "H", "H", "H", "H", "C", "C", "C", "C", "N", "H", "H", "H", "H", "H", "H", "H", "C", "C", "C", "C", "N", "H", "H", "H", "H", "H", "H", "H", "C", "C", "C", "C", "N", "H", "H", "H", "H", "H", "H", "H", "C", "C", "C", "C", "N", "H", "H", "H", "H", "H", "H", "H", "C", "C", "C", "C", "N", "H", "H", "H", "H", "H", "H", "H", "C", "C", "C", "C", "N", "H", "H", "H", "H", "H", "H", "H", "C", "C", "C", "C", "N", "H", "H", "H", "H", "H", "H", "H", "C", "C", "C", "C", "N", "H", "H", "H", "H", "H", "H", "H", "C", "C", "C", "C", "N", "H", "H", "H", "H", "H", "H", "H", "C", "C", "C", "C", "N", "H", "H", "H", "H", "H", "H", "H", "C", "C", "C", "C", "N", "H", "H", "H", "H", "H", "H", "H", "C", "C", "C", "C", "N", "H", "H", "H", "H", "H", "H", "H", "C", "C", "C", "C", "N", "H", "H", "H", "H", "H", "H", "H", "C", "C", "C", "C", "N", "H", "H", "H", "H", "H", "H", "H", "C", "C", "C", "C", "N", "H", "H", "H", "H", "H", "H", "H", "C", "C", "C", "C", "N", "H", "H", "H", "H", "H", "H", "H"],
  "positions_angstrom": [[2.77876, -2.65293, -5.47432], [1.51485, -3.33261, -0.44502], [1.29577, -2.16840, -0.71915], [0.69955, -1.26525, -0.04122], [0.76355, 0.07067, -0.67519], [1.49645, -0.16139, -1.93911], [1.73059, -1.46776, -2.00240], [2.26719, -2.03257, -2.94557], [1.45620, 1.03756, 0.24705], [0.66345, 2.02531, 0.57828], [0.94264, 3.00439, 1.29864], [-0.72692, 1.72082, -0.09664], [-0.57724, 0.62175, -0.83108], [-1.75461, 2.42339, 0.06224], [4.64170, -3.67270, -4.42111], [5.39919, -4.00998, -3.90441], [-2.09427, 5.84341, 2.84742], [-1.60541, 4.40887, 3.30242], [-0.11143, 4.40867, 3.72848], [0.18158, 5.17813, 4.93317], [0.33715, 5.85997, 5.85385], [-1.51213, 6.24197, 2.01654], [-2.15947, 6.60461, 3.62486], [-3.10485, 5.81135, 2.44021], [-1.76010, 3.69182, 2.49620], [-2.20350, 4.08878, 4.15563], [0.46042, 4.82408, 2.89872], [0.31187, 3.40561, 3.78140], [4.94339, -6.03745, 3.46879], [3.78278, -5.10673, 3.91994], [3.75554, -4.98452, 5.49245], [5.01268, -4.64651, 6.21511], [6.01915, -4.41804, 6.76359], [5.05853, -6.09377, 2.38636], [4.75245, -7.08225, 3.71381], [5.89575, -5.77433, 3.92909], [2.83234, -5.51663, 3.57826], [3.91365, -4.10109, 3.52038], [3.39150, -5.92552, 5.90487], [3.07817, -4.17036, 5.75014], [-2.42663, -2.00059, -1.03739], [-3.78209, -1.40368, -0.78855], [-4.56709, -2.21370, 0.26467], [-4.53403, -3.69573, 0.02817], [-4.49382, -4.84920, -0.13340], [-1.83218, -2.04209, -0.12469], [-1.91062, -1.35902, -1.75168], [-2.40155, -2.99838, -1.47544], [-4.36886, -1.34117, -1.70501], [-3.62746, -0.37114, -0.47544], [-5.57591, -1.80732, 0.33691], [-4.02409, -1.94687, 1.17134], [-0.35420, -6.99911, -2.20476], [-1.33340, -5.84084, -2.20161], [-1.50830, -5.15856, -3.55838], [-0.40007, -4.54038, -4.24572], [0.52361, -4.08291, -4.79895], [0.66610, -6.64106, -2.34221], [-0.66553, -7.76965, -2.91006], [-0.40416, -7.54800, -1.26438], [-1.08642, -4.99253, -1.56329], [-2.33867, -6.11256, -1.87959], [-2.21686, -4.35746, -3.34794], [-2.08975, -5.81547, -4.20528], [2.33123, 2.76637, 9.09546], [1.13756, 3.68322, 8.75813], [-0.03518, 2.99388, 7.94658], [0.39876, 2.35475, 6.70398], [0.80236, 1.83918, 5.73276], [2.04855, 1.92402, 9.72684], [3.11192, 3.26409, 9.67069], [2.75566, 2.29409, 8.20951], [1.54492, 4.55462, 8.24549], [0.75432, 4.16723, 9.65645], [-0.92451, 3.60577, 7.79558], [-0.49743, 2.21891, 8.55799], [-2.41108, 0.05084, 4.74746], [-1.73146, 0.60789, 3.50238], [-0.84670, -0.53080, 2.91857], [-1.60200, -1.74663, 2.64159], [-2.23649, -2.64757, 2.41463], [-3.06501, -0.80676, 4.58943], [-3.07037, 0.77763, 5.22201], [-1.65344, -0.18235, 5.49559], [-1.07440, 1.42403, 3.80282], [-2.47456, 0.92129, 2.76913], [-0.06850, -0.76102, 3.64624], [-0.30208, -0.27251, 2.01038], [2.69542, 6.05373, 0.21563], [2.94631, 5.45818, -1.20159], [4.04725, 4.39825, -1.22625], [5.32606, 4.90047, -0.81936], [6.35585, 5.26702, -0.50290], [2.47993, 5.22051, 0.88451], [1.86818, 6.75535, 0.32296], [3.54776, 6.53406, 0.69615], [3.18933, 6.18788, -1.97398], [2.10165, 4.94598, -1.66235], [4.20854, 4.03817, -2.24235], [3.78540, 3.54241, -0.60411], [-3.64477, 7.04614, -2.30263], [-3.02142, 6.15974, -1.26431], [-1.85855, 5.28858, -1.77370], [-0.66918, 6.05825, -2.14277], [0.27031, 6.70022, -2.45805], [-4.51078, 7.60978, -1.95560], [-4.03250, 6.50893, -3.16818], [-2.90905, 7.71247, -2.75299], [-3.75647, 5.46576, -0.85661], [-2.71796, 6.69832, -0.36657], [-2.19802, 4.73933, -2.65187], [-1.48429, 4.59244, -1.02310], [3.41045, -0.57892, 4.52689], [2.82734, -0.77132, 3.08466], [3.87926, -0.72180, 2.03111], [4.82762, -1.83647, 2.01931], [5.63800, -2.65082, 2.02387], [4.11514, -1.35038, 4.83731], [2.59969, -0.64475, 5.25244], [3.87596, 0.39282, 4.69162], [2.00934, -0.06625, 2.93683], [2.36638, -1.75621, 3.00977], [4.41942, 0.20060, 2.24443], [3.43182, -0.61337, 1.04311], [-0.96157, -4.01440, -10.69747], [-1.90197, -3.43241, -9.66448], [-1.39506, -2.30414, -8.78518], [-0.11713, -2.58388, -8.10934], [0.83858, -2.82088, -7.50221], [-1.36899, -4.90911, -11.16820], [-0.05734, -4.31847, -10.17018], [-0.80647, -3.33002, -11.53154], [-2.28929, -4.18752, -8.98045], [-2.82237, -3.11565, -10.15498], [-2.05999, -2.00035, -7.97669], [-1.19080, -1.38154, -9.32849], [3.20974, 6.15101, 3.65401], [3.49833, 4.94002, 4.60655], [3.40381, 3.52185, 3.92819], [4.25951, 3.31518, 2.74122], [4.94079, 3.14409, 1.83351], [3.09119, 7.06955, 4.22875], [2.29524, 5.93903, 3.10008], [4.05180, 6.31711, 2.98211], [2.82593, 4.94461, 5.46442], [4.48131, 4.98417, 5.07547], [2.36747, 3.37416, 3.62440], [3.61525, 2.73814, 4.65565], [-0.22929, -6.64809, 1.83504], [-1.27825, -5.57104, 1.88755], [-2.66110, -6.00102, 2.39896], [-2.61064, -6.50958, 3.74506], [-2.59825, -6.83910, 4.84514], [-0.51837, -7.58796, 1.36475], [0.13532, -6.96721, 2.81143], [0.61814, -6.27605, 1.25923], [-1.34044, -5.12574, 0.89461], [-0.95785, -4.71540, 2.48196], [-3.13233, -6.76770, 1.78395], [-3.33589, -5.14940, 2.31232], [-4.72336, 2.95890, -3.80209], [-4.77946, 1.97535, -2.60803], [-5.53949, 2.57271, -1.42027], [-6.81682, 3.20712, -1.75089], [-7.82679, 3.72227, -2.01632], [-4.30356, 3.89854, -3.44299], [-5.68065, 3.25367, -4.23198], [-4.05239, 2.59640, -4.58086], [-3.75704, 1.71030, -2.33874], [-5.22760, 1.04514, -2.95726], [-4.87592, 3.32938, -1.00168], [-5.70625, 1.82926, -0.64081], [-5.56633, 0.72234, 2.54168], [-5.48561, 2.21732, 2.23246], [-5.16409, 3.09495, 3.45557], [-6.21756, 3.10589, 4.47664], [-7.06855, 3.09389, 5.30576], [-5.86797, 0.13289, 1.67585], [-6.39374, 0.59250, 3.23929], [-4.65807, 0.31733, 2.98793], [-6.40100, 2.56482, 1.75349], [-4.69802, 2.42373, 1.50776], [-5.05186, 4.14553, 3.18766], [-4.21424, 2.78513, 3.89137], [6.52909, -5.51879, -0.26248], [5.74561, -4.81961, -1.36422], [4.26111, -4.62737, -0.99078], [3.52888, -5.90048, -0.85582], [2.97803, -6.92184, -0.76604], [6.62291, -4.85384, 0.59609], [7.53059, -5.86157, -0.52248], [6.04650, -6.44597, 0.04663], [5.86533, -5.38911, -2.28588], [6.24091, -3.85645, -1.48704], [3.76815, -4.08826, -1.79977], [4.15821, -4.00726, -0.10030], [-6.85808, -0.86280, -4.53134], [-6.23741, -1.22002, -5.89341], [-4.91766, -0.48107, -6.14461], [-3.82192, -0.99346, -5.29221], [-2.99996, -1.44586, -4.63132], [-7.78334, -1.42983, -4.42899], [-7.05220, 0.20163, -4.39939], [-6.28160, -1.20687, -3.67263], [-6.95845, -0.89930, -6.64530], [-6.28057, -2.30408, -5.99851], [-5.06864, 0.59519, -6.06118], [-4.60253, -0.78241, -7.14360], [4.92352, 0.83136, -1.16229], [5.55886, -0.51197, -1.46033], [6.17369, -0.66856, -2.88133], [5.14848, -0.45821, -3.93039], [4.37086, -0.32898, -4.78026], [3.95421, 1.01850, -1.62437], [5.66954, 1.57055, -1.45411], [4.90474, 0.89565, -0.07436], [4.81261, -1.30210, -1.37726], [6.36089, -0.69587, -0.74547], [6.50750, -1.69794, -3.01185], [6.99269, 0.03368, -3.03686], [1.39514, 2.75072, -3.55203], [0.15900, 2.59837, -4.44234], [-0.53888, 1.19063, -4.41800], [0.31041, 0.19056, -5.02966], [0.92286, -0.68027, -5.47358], [1.10047, 2.39022, -2.56648], [1.72649, 3.77482, -3.38021], [2.20611, 2.06630, -3.80104], [0.42038, 2.86083, -5.46747], [-0.60142, 3.34919, -4.22756], [-1.50635, 1.16991, -4.91969], [-0.63384, 0.84620, -3.38823]],
  "charge": 0,
  "orbital_gap_ev": 8.45,
  "e_lumo_ev": -0.77,
  "homo_ev": -9.2214,
  "largest_force_ev_per_a": 4.5
}

=====

Record 2
{
  "formula": "C26H19IrN3O2S",
  "method": "ωB97M-V with the def2-TZVPD basis set",
  "symbols": ["Ir", "C", "O", "C", "C", "C", "C", "C", "C", "N", "N", "C", "C", "O", "C", "C", "C", "C", "C", "C", "C", "C", "H", "H", "H", "H", "H", "H", "H", "H", "H", "H", "H", "H", "H", "S", "C", "C", "C", "C", "C", "C", "C", "C", "C", "N", "H", "H", "H", "H", "H", "H"],
  "positions_angstrom": [[0.28923, -0.79197, -1.71546], [2.71440, 1.83713, -3.82812], [1.94090, 2.21620, -2.68393], [0.94693, 1.98730, -0.56517], [1.39294, 3.32200, -0.03403], [1.49869, 3.61053, 1.26446], [1.18307, 2.62403, 2.26299], [0.76329, 1.37552, 1.89847], [0.62311, 1.01364, 0.55366], [0.12580, -0.22743, 0.20690], [-0.40729, -0.93248, 1.13267], [-0.98793, -2.13272, 0.97118], [-1.29348, -2.78241, -0.26336], [-0.96049, -2.32657, -1.44995], [-2.04230, -3.98296, -0.24908], [-2.43322, -4.55375, 0.91597], [-2.12900, -3.96974, 2.18329], [-2.53311, -4.59064, 3.37990], [-2.25359, -4.01705, 4.59260], [-1.56210, -2.79849, 4.63320], [-1.15336, -2.18174, 3.47494], [-1.42451, -2.75575, 2.22197], [3.43093, 2.62628, -4.04599], [2.03385, 1.71637, -4.66806], [3.24698, 0.90197, -3.65625], [1.68250, 4.04647, -0.78843], [1.85398, 4.58636, 1.57044], [1.29394, 2.86647, 3.31126], [0.52494, 0.63497, 2.64687], [-2.27417, -4.42647, -1.20854], [-2.99420, -5.48255, 0.89599], [-3.06922, -5.53150, 3.32514], [-2.56276, -4.49938, 5.51117], [-1.34459, -2.33711, 5.58866], [-0.61994, -1.24488, 3.52188], [3.80918, 1.86144, -0.80526], [4.22490, 0.20487, -0.70898], [3.25163, -0.66091, -1.15250], [2.11345, -0.03669, -1.65452], [2.12367, 1.47077, -1.52827], [-0.31891, 2.18274, -1.43851], [-0.96854, 3.40063, -1.55232], [-2.10776, 3.49871, -2.33549], [-2.58762, 2.37929, -2.99367], [-1.90098, 1.19551, -2.83729], [-0.80033, 1.10993, -2.07926], [5.19370, -0.08288, -0.32146], [3.38102, -1.73616, -1.11805], [-0.59224, 4.26678, -1.03000], [-2.61765, 4.44890, -2.42640], [-3.47597, 2.41553, -3.60809], [-2.22778, 0.28192, -3.31714]],
  "relative_energy_kj_mol": 134.94,
  "charge": 1,
  "orbital_gap_ev": [5.71, 6.04],
  "e_lumo_ev": [-4.06, -4.96],
  "multiplicity": 5,
  "homo_ev": [-9.7667, -10.9996],
  "largest_force_ev_per_a": 0.6
}

=====

Record 3
{
  "formula": "C26H30BBrCl2N8O5W",
  "method": "ωB97M-V with the def2-TZVPD basis set",
  "symbols": ["W", "C", "N", "C", "C", "O", "C", "O", "C", "C", "O", "N", "C", "C", "H", "H", "H", "H", "H", "H", "H", "H", "H", "H", "H", "H", "H", "H", "H", "H", "Br", "C", "C", "C", "C", "C", "N", "C", "O", "O", "H", "H", "H", "B", "N", "C", "C", "C", "N", "N", "C", "C", "C", "N", "H", "H", "H", "H", "H", "H", "H", "H", "Cl", "C", "C", "C", "C", "C", "Cl", "C", "N", "H", "H", "H"],
  "positions_angstrom": [[-0.06546, 0.27929, -0.62448], [4.45484, 2.92677, 0.41778], [3.44521, 2.42021, -0.47804], [3.27861, 3.13857, -1.72565], [2.95752, 1.15569, -0.34107], [2.03210, 0.77163, -1.15148], [3.47014, 0.37077, 0.68872], [0.62384, -1.31784, -0.72002], [2.49768, -4.33524, 0.26434], [1.60874, -4.22705, -0.75888], [2.01662, -3.91834, -2.02057], [0.27887, -4.46177, -0.69215], [-0.64279, -4.07131, -1.74599], [-0.29644, -4.80904, 0.58606], [5.45405, 2.53436, 0.19139], [4.48022, 4.01203, 0.33068], [4.20286, 2.69231, 1.45159], [4.22459, 3.17232, -2.27719], [2.53515, 2.63835, -2.33257], [2.95129, 4.16072, -1.52719], [2.70060, -3.24405, -1.96311], [4.13961, 0.62173, 1.48646], [3.54818, -4.40218, 0.01364], [2.19248, -4.66482, 1.24383], [-0.09211, -3.81511, -2.64360], [-1.31584, -4.90356, -1.96469], [-1.22736, -3.20336, -1.44446], [-0.11793, -4.02608, 1.33347], [-1.37308, -4.92069, 0.46646], [0.11688, -5.74805, 0.96300], [-2.77581, 1.88247, 1.62594], [-3.17086, 1.75240, -0.21279], [-4.44229, 2.12666, -0.62353], [-4.75537, 2.03296, -1.96639], [-3.78959, 1.58303, -2.85116], [-2.55367, 1.23707, -2.34744], [-2.24223, 1.31336, -1.04849], [-1.44469, 0.77351, -3.26777], [-1.60928, 0.78947, -4.46474], [-0.35890, 0.41688, -2.64986], [-5.15647, 2.47631, 0.10639], [-5.74119, 2.31142, -2.31437], [-3.95368, 1.49345, -3.91489], [0.79987, 3.19399, 1.64913], [0.30044, 3.48635, 0.18309], [0.14799, 4.75646, -0.21837], [-0.13789, 4.77485, -1.56960], [-0.14699, 3.43003, -1.92761], [0.11198, 2.65852, -0.87247], [0.63579, 1.66061, 1.98763], [0.82332, 1.13861, 3.17295], [0.46258, -0.20228, 3.47967], [-0.28101, -0.99035, 2.69900], [0.21639, 0.86702, 1.04491], [0.10369, 3.82663, 2.40453], [1.96706, 3.47558, 1.76160], [0.25965, 5.56092, 0.48976], [-0.31540, 5.62988, -2.19751], [-0.31828, 2.98859, -2.89560], [1.22489, 1.80069, 3.92854], [0.79149, -0.54878, 4.46375], [4.09611, -1.89357, 0.68671], [-4.19462, -1.97884, -0.61382], [-3.25115, -2.32739, 0.79440], [-3.68698, -3.25750, 1.68469], [-2.91394, -3.53890, 2.82948], [-1.76700, -2.83339, 3.07509], [-1.31185, -1.79815, 2.21629], [2.94429, -1.30059, 0.74068], [-2.00991, -1.59820, 0.95370], [-1.59017, -0.87404, -0.03615], [-4.61239, -3.78508, 1.49806], [-3.24276, -4.30207, 3.52175], [-1.19027, -3.03486, 3.96854]],
  "relative_energy_kj_mol": 801.99,
  "charge": 0,
  "orbital_gap_ev": [6.47, 5.73],
  "e_lumo_ev": [-0.70, -1.74],
  "multiplicity": 3,
  "homo_ev": [-7.1670, -7.4686],
  "largest_force_ev_per_a": 1.2
}